C31H29FeN5O3SSi | ωB97M-V with the def2-TZVPD basis set

```
71
C31H29FeN5O3SSi ωB97M-V with the def2-TZVPD basis set
Fe 10.72 10.97 11.02
O 14.65 9.06 10.35
C 13.55 9.29 10.88
N 13.00 10.54 11.15
C 13.83 11.62 11.28
C 15.22 11.64 11.35
C 15.94 12.82 11.32
C 15.31 14.06 11.55
C 13.93 14.07 11.71
C 13.15 12.91 11.40
N 11.85 13.00 11.14
C 11.63 13.77 9.95
O 11.88 14.96 9.86
C 11.30 12.96 8.81
C 11.39 13.46 7.49
C 11.54 12.51 6.48
C 11.46 11.13 6.81
C 11.21 10.76 8.11
N 11.07 11.69 9.09
C 12.72 8.12 11.27
C 13.25 6.80 11.22
C 12.48 5.78 11.71
C 11.18 6.06 12.19
C 10.72 7.37 12.17
N 11.45 8.35 11.64
H 15.69 10.61 11.40
H 17.02 12.76 11.22
H 15.92 14.97 11.51
H 13.38 14.97 11.89
H 11.45 14.56 7.38
H 11.74 12.82 5.46
H 11.58 10.38 6.07
H 11.14 9.73 8.40
H 14.24 6.68 10.77
H 12.90 4.77 11.75
H 10.48 5.29 12.59
H 9.74 7.70 12.61
C 7.99 12.56 9.37
C 7.94 12.77 10.82
C 6.83 13.55 11.28
C 6.66 13.88 12.60
C 7.64 13.35 13.51
C 7.61 13.64 14.91
C 8.51 13.04 15.79
C 9.44 12.12 15.29
C 9.57 11.87 13.93
S 10.63 10.63 13.42
C 8.70 12.51 13.00
N 8.89 12.29 11.65
H 6.98 12.67 8.91
H 8.41 11.53 9.15
H 8.65 13.31 8.85
H 6.09 13.90 10.54
H 5.74 14.37 12.92
H 6.83 14.32 15.25
H 8.44 13.25 16.83
H 9.95 11.45 15.99
C 7.33 9.22 8.42
Si 8.30 8.80 10.01
C 7.27 9.19 11.55
C 8.51 6.86 9.94
O 9.67 9.73 10.04
H 6.79 8.34 8.03
H 8.00 9.61 7.63
H 6.59 10.01 8.61
H 6.75 8.31 11.99
H 6.44 9.89 11.25
H 7.86 9.68 12.31
H 7.68 6.46 9.33
H 8.42 6.43 10.96
H 9.50 6.56 9.56
```

- <S²> = 6.0236
- total charge = -2
- highest occupied orbital energy (alpha / beta) (hartree) = -0.0154 / -0.0128
- E (eV) = -99314.749
- 2S+1 = 5
- orbital gap (alpha / beta) (eV) = 5.023 / 4.950
- lowest unoccupied orbital energy (alpha / beta) (eV) = 4.60 / 4.60

C48H64F6N4O6PtS3SbTe | ωB97M-V with the def2-TZVPD basis set

```
134
C48H64F6N4O6PtS3SbTe ωB97M-V with the def2-TZVPD basis set
Pt -0.17 -0.11 1.37
C -1.19 -4.96 2.65
C -2.67 -4.57 2.57
C -3.15 -4.23 3.98
C -3.48 -5.73 2.00
Sb -2.77 -2.63 1.44
C -1.78 -2.98 -0.50
C -1.98 -1.79 -1.43
C -0.29 -3.17 -0.21
C -2.33 -4.24 -1.17
C -4.90 -2.23 1.09
C -5.05 -1.30 -0.11
C -5.70 -3.50 0.81
C -5.44 -1.59 2.37
H -1.09 -5.76 3.39
H -0.55 -4.13 2.96
H -0.83 -5.36 1.70
H -3.06 -5.12 4.61
H -4.20 -3.92 3.99
H -2.56 -3.43 4.44
H -3.12 -6.64 2.48
H -3.37 -5.86 0.92
H -4.54 -5.64 2.23
H -1.71 -0.83 -0.98
H -3.01 -1.72 -1.79
H -1.34 -1.93 -2.30
H 0.09 -2.33 0.38
H 0.25 -3.23 -1.16
H -0.09 -4.08 0.35
H -3.41 -4.20 -1.33
H -2.09 -5.15 -0.61
H -1.86 -4.34 -2.16
H -4.93 -1.85 -1.05
H -4.36 -0.46 -0.12
H -6.07 -0.89 -0.11
H -5.29 -4.10 0.00
H -6.71 -3.21 0.52
H -5.80 -4.13 1.70
H -4.85 -0.74 2.70
H -5.49 -2.31 3.18
H -6.47 -1.24 2.18
F -1.22 1.49 4.03
C -1.49 0.60 4.98
F -2.76 0.24 4.90
F -1.27 1.16 6.17
S -0.43 -0.90 4.80
O -0.77 -1.44 3.50
O -0.73 -1.69 5.95
N 1.02 -0.33 4.86
S 1.92 -0.05 3.62
O 1.81 -1.11 2.62
O 1.92 1.30 3.13
C 3.60 -0.19 4.36
F 3.76 0.73 5.30
F 4.49 0.03 3.38
F 3.83 -1.39 4.87
C 4.69 5.73 -4.47
C 3.47 5.34 -3.68
C 3.57 5.05 -2.32
C 2.46 4.67 -1.58
C 2.65 4.37 -0.11
C 1.21 4.57 -2.21
Te -0.35 3.61 -1.15
N -1.44 1.13 0.54
C -2.51 0.94 1.23
O -2.76 -0.15 1.92
C -3.49 2.07 1.33
C -4.87 1.87 1.37
C -5.73 2.95 1.44
C -5.23 4.24 1.50
C -3.86 4.45 1.50
C -2.99 3.36 1.41
C -0.63 2.18 -2.68
C 0.49 1.74 -3.38
C 0.39 0.79 -4.38
C -0.86 0.26 -4.69
C -1.98 0.71 -4.01
C -1.89 1.68 -3.01
C -3.14 2.14 -2.31
C 1.08 4.93 -3.55
C -0.24 4.97 -4.27
C 2.22 5.30 -4.27
H 5.59 5.26 -4.07
H 4.85 6.81 -4.46
H 4.59 5.42 -5.51
H 4.53 5.11 -1.83
H 3.68 4.55 0.18
H 2.39 3.34 0.14
H 2.02 5.01 0.51
H -5.26 0.86 1.34
H -6.80 2.78 1.46
H -5.90 5.08 1.56
H -3.45 5.45 1.56
H -1.92 3.51 1.44
H 1.47 2.16 -3.14
H 1.28 0.47 -4.92
H -0.96 -0.48 -5.48
H -2.95 0.31 -4.27
H -4.03 1.81 -2.86
H -3.16 3.23 -2.22
H -3.19 1.74 -1.30
H -1.08 4.85 -3.58
H -0.31 4.19 -5.03
H -0.36 5.93 -4.78
H 2.11 5.56 -5.31
C 6.07 -3.54 0.19
C 5.00 -2.55 0.61
C 3.81 -2.59 -0.34
N 2.83 -1.57 0.01
C 2.29 -0.66 -0.77
S 1.09 0.45 -0.37
N 2.71 -0.55 -2.10
C 3.95 -0.13 -2.58
O 4.15 -0.14 -3.78
C 4.96 0.36 -1.60
C 4.64 1.23 -0.57
C 5.63 1.72 0.27
C 6.95 1.32 0.08
C 7.28 0.45 -0.96
C 6.29 -0.01 -1.81
H 6.91 -3.53 0.88
H 6.45 -3.30 -0.80
H 5.68 -4.56 0.16
H 5.41 -1.53 0.63
H 4.66 -2.77 1.63
H 3.32 -3.56 -0.28
H 4.14 -2.45 -1.37
H 2.56 -1.49 0.99
H 1.95 -0.42 -2.77
H 3.62 1.57 -0.43
H 5.37 2.40 1.06
H 7.72 1.68 0.74
H 8.31 0.16 -1.11
H 6.53 -0.66 -2.64
```

- <S²> = 0.7543
- total charge = 0
- highest occupied orbital energy (alpha / beta) (hartree) = -0.2605 / -0.2604
- E (eV) = -134946.017
- 2S+1 = 2
- orbital gap (alpha / beta) (eV) = 6.891 / 5.497
- lowest unoccupied orbital energy (alpha / beta) (eV) = -0.20 / -1.59

C15H29As2NO7P2S4Ta | ωB97M-V with the def2-TZVPD basis set

```
61
C15H29As2NO7P2S4Ta ωB97M-V with the def2-TZVPD basis set
Ta 1.06 -1.06 -1.18
O -2.00 0.01 -2.46
P -1.45 -1.38 -3.00
O -2.45 -2.27 -3.57
O -0.57 -1.94 -1.81
O -0.29 -0.93 -4.03
P 0.45 0.51 -3.90
O 1.63 0.43 -4.91
O -0.54 1.58 -4.13
O 1.07 0.47 -2.47
H -1.89 0.73 -3.13
H 2.51 0.22 -4.49
C -3.64 -0.64 0.28
N -2.47 -1.48 0.36
C -2.83 -2.88 0.32
C -1.66 -1.14 1.51
C -0.43 -2.00 1.71
C -0.44 -2.80 2.85
C 0.61 -3.64 3.16
C 1.71 -3.68 2.33
C 1.74 -2.86 1.20
C 0.69 -2.00 0.85
H -4.31 -0.77 1.15
H -4.20 -0.87 -0.62
H -3.34 0.41 0.24
H -3.45 -3.18 1.19
H -1.93 -3.50 0.31
H -3.39 -3.08 -0.59
H -2.26 -1.20 2.44
H -1.37 -0.09 1.41
H -1.31 -2.77 3.50
H 0.57 -4.26 4.05
H 2.55 -4.32 2.54
H 2.64 -2.91 0.60
S 4.48 0.09 -3.51
As 4.25 -1.22 -1.89
S 3.20 -0.25 -0.17
S 2.41 -2.52 -2.38
S 5.76 -2.47 -1.22
C -1.80 2.89 -0.73
C -1.10 2.53 0.57
As 0.53 1.47 0.29
C 1.61 2.82 -0.63
C 1.84 4.10 0.16
C 1.31 1.38 2.09
C 0.63 2.21 3.17
H -2.59 3.62 -0.54
H -2.25 2.01 -1.19
H -1.12 3.32 -1.46
H -1.77 1.97 1.23
H -0.80 3.42 1.12
H 1.09 3.02 -1.57
H 2.54 2.33 -0.88
H 0.91 4.64 0.35
H 2.50 4.78 -0.39
H 2.32 3.90 1.13
H 2.36 1.66 1.98
H 1.31 0.32 2.35
H 0.66 3.28 2.95
H 1.13 2.05 4.13
H -0.42 1.93 3.30
```

- total charge = -1
- highest occupied orbital energy (hartree) = -0.2014
- E (eV) = -217009.771
- orbital gap (eV) = 6.884
- lowest unoccupied orbital energy (eV) = 1.41

What is the total charge in the first record? -2